No. 1
6
Properties=species:S:1:pos:R:3 method="wB97M-V/def2-TZVPD" lumo_energy_ev="-0.9 / -0.9" homo_ha="-0.3027 / -0.3027" total_charge=0 max_force_ev_per_a=4.63 e_tot_ev=-10020.68930 gap_ev="7.317 / 7.297" relative_energy_kj_mol=290.16
C 0.5361 -0.4585 -0.1876
F 1.7945 -0.3232 -0.7339
H 0.1851 0.5402 0.1763
F 0.5358 -1.3731 0.8144
N -0.7916 -1.2478 -2.1533
O -0.3376 -1.0104 -3.2157



No. 2
7
Properties=species:S:1:pos:R:3 method="wB97M-V/def2-TZVPD" lumo_energy_ev=-0.5 homo_ha=-0.4367 total_charge=0 max_force_ev_per_a=3.58 e_tot_ev=-12069.52241 gap_ev=11.355 relative_energy_kj_mol=87.64 smiles="O=[N+]([O-])C(F)F"
C -0.2568 -0.3603 -0.4738
F -1.5769 -0.5064 -0.3104
H 0.2378 -0.0712 -1.5769
O -0.4617 1.3668 1.1916
O 1.4416 0.5285 0.7713
N 0.2623 0.6123 0.5745
F 0.3538 -1.5696 -0.1764



No. 3
8
Properties=species:S:1:pos:R:3 method="wB97M-V/def2-TZVPD" lumo_energy_ev=0.0 homo_ha=-0.3962 total_charge=0 max_force_ev_per_a=1.76 e_tot_ev=-14118.23266 gap_ev=10.779 relative_energy_kj_mol=1.34 smiles="O=C(F)F.O=NO"
H 1.5150 1.0069 -0.7626
N -0.2053 1.3821 -0.0008
F -1.4696 -1.7074 0.2221
O 0.8038 1.6434 -0.9194
C -0.1759 -1.5324 0.3709
O 0.6248 -1.5102 -0.4711
O -1.1386 2.1013 -0.0964
F 0.0457 -1.3837 1.6572



No. 4
8
Properties=species:S:1:pos:R:3 method="wB97M-V/def2-TZVPD" lumo_energy_ev=0.4 homo_ha=-0.3796 total_charge=0 max_force_ev_per_a=1.71 e_tot_ev=-14117.88274 gap_ev=10.728 relative_energy_kj_mol=35.11 smiles="O=C(F)F.O=NO"
C 1.8444 -0.0968 -0.0206
O 0.7091 -0.3598 -0.1643
H -1.3833 -0.9411 -0.9563
N -1.6973 0.5647 0.4682
F 2.5926 0.8045 -0.6240
O -2.1114 -0.5130 -0.4470
F 2.6242 -0.6712 0.9245
O -2.5783 1.2128 0.8195



No. 5
6
Properties=species:S:1:pos:R:3 method="wB97M-V/def2-TZVPD" lumo_energy_ev="-1.1 / -1.1" homo_ha="-0.3614 / -0.3614" total_charge=0 max_force_ev_per_a=3.22 e_tot_ev=-18806.78961 gap_ev="8.766 / 8.766" relative_energy_kj_mol=188.30
C -1.0522 1.1221 -0.8764
N 0.1716 -0.4093 0.8891
H -0.4205 0.2985 0.2616
F 0.2643 -1.5182 0.0189
S -1.7605 0.4154 -2.0075
F -0.3905 -0.9913 1.9327



No. 6
7
Properties=species:S:1:pos:R:3 method="wB97M-V/def2-TZVPD" lumo_energy_ev="-8.7 / -8.7" homo_ha="-0.5268 / -0.6417" total_charge=+1 max_force_ev_per_a=6.93 e_tot_ev=-15414.67785 s_squared=0.753 gap_ev="5.623 / 8.753" relative_energy_kj_mol=0.00 spin_multiplicity=2
F -2.7573 -1.4828 0.2032
O -2.3809 -4.2920 -1.3439
H -1.8870 -3.6443 -0.7208
F -4.1928 -2.9624 0.8598
Hg -3.5178 -3.8999 -2.6590
F -2.4589 -2.5209 2.0831
C -2.9192 -2.6211 0.8500



No. 7
11
Properties=species:S:1:pos:R:3 method="wB97M-V/def2-TZVPD" lumo_energy_ev="0.1 / -2.2" homo_ha="-0.3172 / -0.3559" total_charge=0 max_force_ev_per_a=2.04 e_tot_ev=-30862.49603 s_squared=0.753 gap_ev="8.781 / 7.476" relative_energy_kj_mol=5.69 spin_multiplicity=2
C 1.9517 -1.2939 -0.6468
F -1.4288 1.0871 -1.3546
O -0.6797 1.2928 1.1672
F -3.0350 1.3779 0.3553
O 1.0967 -0.3671 -0.7836
H 2.2415 -1.3562 -2.5232
Hg 1.5247 0.5519 1.4072
O 2.5686 -1.4918 0.4140
O 2.3903 -1.9173 -1.7522
F -2.0197 -0.7537 0.1916
P -1.6092 0.7501 0.1591



No. 8
12
Properties=species:S:1:pos:R:3 method="wB97M-V/def2-TZVPD" lumo_energy_ev="-12.4 / -13.3" homo_ha="-0.6498 / -0.7344" total_charge=+2 max_force_ev_per_a=4.79 e_tot_ev=-41315.15381 s_squared=6.033 gap_ev="5.318 / 6.731" relative_energy_kj_mol=317.88 spin_multiplicity=5
S -2.9583 0.6190 0.4248
O -1.1983 -1.6783 -1.5656
N -2.2525 0.4506 -0.9387
Ir -0.7725 2.3136 -2.9947
H 0.7937 1.6294 -3.4622
O -3.2034 2.0818 0.3964
S -0.8615 -0.3043 -1.2675
F 1.3012 0.4860 0.0129
F -0.1429 0.7763 1.4900
C 0.1689 0.0005 0.4779
F 0.3481 -1.2136 0.9447
O -0.2788 0.6412 -2.3437



No. 9
13
Properties=species:S:1:pos:R:3 method="wB97M-V/def2-TZVPD" lumo_energy_ev="-11.1 / -11.5" homo_ha="-0.6345 / -0.6577" total_charge=+2 max_force_ev_per_a=3.58 e_tot_ev=-46507.02807 s_squared=9.050 gap_ev="6.173 / 6.426" spin_multiplicity=6
Mg -0.7479 0.3178 2.4000
S 2.5124 0.1047 0.4589
O 0.1375 -2.0295 0.1292
N 1.1357 0.1542 -0.6396
F -1.6819 0.1027 -0.7896
H -0.5465 2.5315 0.9641
O 1.4172 1.6370 1.9293
F -1.8607 -1.5627 -2.1524
O -0.4410 2.2021 1.8619
Ru 1.4493 -1.8659 1.4919
F -0.8485 0.2516 -2.7500
C -1.0801 -0.5783 -1.7441
S 0.5544 -1.2653 -1.1596



No. 10
8
Properties=species:S:1:pos:R:3 method="wB97M-V/def2-TZVPD" lumo_energy_ev=-0.7 homo_ha=-0.3986 total_charge=0 max_force_ev_per_a=3.48 e_tot_ev=-14225.12201 gap_ev=10.143 relative_energy_kj_mol=586.24 smiles="O=CN(F)N(F)F"
F 2.1112 -0.6890 0.6089
F -0.5959 -1.6448 -0.6952
O -1.0994 1.5546 0.5862
N -0.1662 -0.5136 -0.0649
H -2.0477 -0.2498 -0.1141
N 1.4678 -0.0767 -0.4631
C -1.2038 0.3841 0.2694
F 1.5340 1.2352 -0.1272



No. 11
9
Properties=species:S:1:pos:R:3 method="wB97M-V/def2-TZVPD" lumo_energy_ev="-6.6 / -5.7" homo_ha="-0.5326 / -0.5329" total_charge=+1 max_force_ev_per_a=2.07 e_tot_ev=-40681.60895 s_squared=6.069 gap_ev="7.928 / 8.755" spin_multiplicity=5
F -1.0718 1.1260 0.4945
Pm 2.2318 -0.7516 1.1302
O 0.0843 -1.5331 0.2573
O 1.2838 0.1704 -0.9266
F -2.4805 -0.1240 -0.5693
S 0.0369 -0.7331 -1.0645
F -1.3869 1.4118 -1.6244
H 2.6212 -0.0761 2.9574
C -1.3187 0.5098 -0.6545



No. 12
8
Properties=species:S:1:pos:R:3 method="wB97M-V/def2-TZVPD" lumo_energy_ev="-1.2 / -2.8" homo_ha="-0.3887 / -0.3671" total_charge=0 max_force_ev_per_a=4.18 e_tot_ev=-24132.11836 gap_ev="9.332 / 7.223" relative_energy_kj_mol=329.28
H -0.5653 2.4391 -0.5037
F 0.4417 0.7833 -1.1414
O -3.8054 1.2655 0.2697
C -0.2639 1.5107 -0.2732
O -3.1463 -0.6639 -1.2352
S -2.8501 0.2326 -0.1501
F 0.0627 1.4566 0.9943
F -2.3870 -0.8662 1.0298



No. 13
8
Properties=species:S:1:pos:R:3 method="wB97M-V/def2-TZVPD" lumo_energy_ev="-1.9 / -2.9" homo_ha="-0.4598 / -0.4324" total_charge=0 max_force_ev_per_a=2.72 e_tot_ev=-15454.12253 gap_ev="10.650 / 8.880" relative_energy_kj_mol=266.44
F 1.2129 0.9411 -1.0733
N -1.7564 -0.1817 0.4984
F 2.2037 0.0261 0.6242
F -2.1337 0.5690 -0.5003
O 0.1049 0.6473 0.8428
H 0.7369 -0.8531 -0.3697
C 0.9936 0.1656 0.0321
F -1.3619 -1.3143 -0.0543



No. 14
5
Properties=species:S:1:pos:R:3 method="wB97M-V/def2-TZVPD" lumo_energy_ev="-0.5 / -1.0" homo_ha="-0.3109 / -0.3632" total_charge=0 max_force_ev_per_a=0.83 e_tot_ev=-19966.98293 gap_ev="7.918 / 8.863" relative_energy_kj_mol=419.87
F -0.5359 -0.4509 -1.1968
I 0.4745 -2.0239 0.8504
H 1.5958 1.6270 -0.8269
C -0.1678 -0.2289 0.0508
I -1.3667 1.0766 1.1226



No. 15
8
Properties=species:S:1:pos:R:3 method="wB97M-V/def2-TZVPD" lumo_energy_ev=-15.3 homo_ha=-0.7876 total_charge=+3 max_force_ev_per_a=3.56 e_tot_ev=-15977.75176 gap_ev=6.173
Mg 3.8699 0.3077 -0.0550
O 1.9410 -0.0640 0.1001
O -0.1532 -0.6087 -0.1269
C 0.8178 0.3057 -0.0884
H -0.7174 -1.3213 -0.8371
F 0.4652 1.4977 -0.3152
O -1.5122 -0.2487 -0.2610
Rb -4.7110 0.1315 1.5835



No. 16
8
Properties=species:S:1:pos:R:3 method="wB97M-V/def2-TZVPD" lumo_energy_ev=0.1 homo_ha=-0.4316 total_charge=0 max_force_ev_per_a=1.76 e_tot_ev=-21679.76081 gap_ev=11.819 relative_energy_kj_mol=0.00 smiles="N#CNS(=O)(=O)F"
F -1.7981 -0.1847 -0.4189
H 0.5420 1.5118 -0.3956
O -0.1118 -0.3863 -2.1511
N 0.5009 0.6040 0.0368
N 0.6200 0.4014 2.4886
S -0.2736 -0.6119 -0.7706
O -0.0348 -1.8442 -0.1432
C 0.5555 0.5099 1.3539



No. 17
5
Properties=species:S:1:pos:R:3 method="wB97M-V/def2-TZVPD" lumo_energy_ev=0.2 homo_ha=-0.4931 total_charge=0 max_force_ev_per_a=2.21 e_tot_ev=-7866.21079 gap_ev=13.649 relative_energy_kj_mol=26.56 smiles="O=C=O.F"
C -0.2128 -0.9266 -0.4434
H 0.1324 0.9471 0.7360
F 0.4557 1.7968 0.5718
O -0.3046 -1.3468 -1.4918
O -0.0707 -0.4705 0.6273



No. 18
5
Properties=species:S:1:pos:R:3 method="wB97M-V/def2-TZVPD" lumo_energy_ev=-8.6 homo_ha=-0.6074 total_charge=+1 max_force_ev_per_a=7.67 e_tot_ev=-9309.33036 gap_ev=7.977 relative_energy_kj_mol=247.56
C -0.2336 0.6476 -0.0514
Hg 1.7953 0.8367 0.0907
H -0.6075 -1.1465 0.0094
O -1.4129 0.2644 -0.0640
O 0.4587 -0.6022 0.0153



No. 19
6
Properties=species:S:1:pos:R:3 method="wB97M-V/def2-TZVPD" lumo_energy_ev="-1.5 / -1.5" homo_ha="-0.2938 / -0.2937" total_charge=0 max_force_ev_per_a=2.51 e_tot_ev=-37376.17583 gap_ev="6.526 / 6.524" relative_energy_kj_mol=150.38
P -1.2150 0.4809 1.2289
S -1.3831 2.3774 1.1242
I 1.5824 -2.2178 0.2498
C 0.6991 -0.3939 -0.3368
H 1.4135 0.2861 -0.7745
I -1.0971 -0.5326 -1.4915



No. 20
8
Properties=species:S:1:pos:R:3 method="wB97M-V/def2-TZVPD" lumo_energy_ev="-0.3 / -2.9" homo_ha="-0.3350 / -0.3567" total_charge=0 max_force_ev_per_a=2.54 e_tot_ev=-27055.57721 s_squared=2.032 gap_ev="8.828 / 6.837" relative_energy_kj_mol=73.98 spin_multiplicity=3
O -2.5256 -0.4634 -1.8179
O 0.3261 0.6475 -1.1823
N 0.9392 0.4754 -0.0260
C 0.6502 -0.3255 0.9675
H 1.9071 0.8142 0.0288
S -1.6962 0.1848 -0.7854
I 1.9308 -0.3198 2.6392
N -1.5316 -1.0132 0.1762